1.
The following is a DFT calculation (ωB97M-V with the def2-TZVPD basis set) of 3 unconnected molecules or ions with the total composition C8H18O2 in a non-equilibrium geometry.

Last column: Mulliken charge in e.
Element x y z (Å)
C1 -1.033 -0.476 0.276  0.97
C2 1.610 0.102 0.063  1.62
C3 -0.453 -0.182 -0.930  -1.08
C4 -2.866 -0.545 -1.288  -0.58
C5 -1.487 0.556 1.253  -1.54
C6 2.415 -0.497 -1.062  -1.78
C7 1.753 1.598 0.163  -1.64
C8 1.838 -0.606 1.372  -1.60
O1 -0.984 -1.758 0.704  -0.46
O2 -3.739 0.472 -0.863  -0.48
H1 -1.157 -1.804 1.652  0.38
H2 -3.532 1.281 -1.343  0.32
H3 -0.505 0.826 -1.308  0.37
H4 -0.174 -0.991 -1.587  0.39
H5 -2.733 -0.588 -2.371  0.35
H6 -3.203 -1.496 -0.888  0.30
H7 -2.574 0.487 1.347  0.43
H8 -1.025 0.406 2.231  0.45
H9 -1.249 1.558 0.905  0.28
H10 2.224 -1.569 -1.168  0.38
H11 2.198 -0.018 -2.021  0.36
H12 3.499 -0.386 -0.888  0.44
H13 1.497 2.096 -0.777  0.34
H14 1.128 2.020 0.954  0.29
H15 2.792 1.892 0.393  0.45
H16 1.247 -0.176 2.187  0.27
H17 1.622 -1.675 1.301  0.32
H18 2.892 -0.525 1.694  0.45

Results
energy: -12677.711 eV
gap between HOMO and LUMO (spin up / spin down): 0.23834 / 0.24788 Eh
relative energy (zero: lowest compared OMol25 entry of this formula, charge and spin): 577.5 kJ/mol
HOMO energy (spin up / spin down): -5.860 / -6.127 eV
lowest unoccupied orbital energy (spin up / spin down): 0.625 / 0.618 eV

---

2.
The following is a DFT calculation (ωB97M-V with the def2-TZVPD basis set) of a molecular structure, C5H8N2.

Last column: Mulliken charge in e.
Element x y z (Å)
C1 2.064 -0.566 -0.163  -1.19
C2 0.938 0.379 0.220  0.94
C3 -0.402 -0.248 0.211  -0.73
C4 -1.660 0.227 -0.217  0.43
N1 -2.644 -0.468 -0.855  -0.51
C5 -1.677 1.195 0.718  -0.66
N2 1.135 1.591 0.579  -0.69
H1 3.038 -0.083 -0.029  0.37
H2 2.047 -1.472 0.455  0.31
H3 1.970 -0.876 -1.211  0.29
H4 -0.391 -1.303 0.509  0.35
H5 -3.571 -0.233 -0.528  0.27
H6 -2.488 -1.463 -0.955  0.26
H7 -0.913 1.975 0.739  0.31
H8 2.123 1.832 0.492  0.24

Results
energy: -8290.799 eV
gap between HOMO and LUMO: 0.31445 Eh
relative energy (zero: lowest compared OMol25 entry of this formula, charge and spin): 405.0 kJ/mol
HOMO energy: -7.937 eV
lowest unoccupied orbital energy: 0.620 eV

---

3.
The following is a DFT calculation (ωB97M-V with the def2-TZVPD basis set) of a molecular structure, C4H9O6S3 in a non-equilibrium geometry.

Last column: Löwdin spin population.
Element x y z (Å)
C1 1.797 -1.832 -0.461  0.00
C2 1.726 -0.372 -0.359  0.00
C3 0.955 0.194 0.908  0.00
C4 0.676 1.722 0.679  0.04
O1 -2.256 -0.487 0.801  0.22
O2 -3.447 -1.646 -1.615  0.22
O3 -0.735 1.042 -1.339  0.19
O4 -1.019 3.330 -0.237  0.10
O5 -3.484 1.582 1.406  0.14
O6 -1.236 -2.560 -1.123  0.22
S1 -2.050 -1.352 -1.302  0.40
S2 -0.900 1.872 -0.166  0.16
S3 -2.200 0.901 1.381  0.30
H1 0.825 -2.318 -0.264  0.00
H2 2.115 -2.177 -1.337  0.00
H3 2.457 -2.173 0.251  0.00
H4 2.557 0.257 -0.553  0.00
H5 0.904 -0.173 -1.253  0.00
H6 1.427 -0.062 1.886  0.00
H7 -0.117 -0.232 1.068  0.00
H8 0.542 2.275 1.497  0.00
H9 1.463 2.210 0.134  0.00

Results
energy: -49080.480 eV
total charge: -1
gap between HOMO and LUMO (spin up / spin down): 0.15855 / 0.19865 Eh
expectation value of S²: 2.0099
HOMO energy (spin up / spin down): -1.359 / -5.233 eV
lowest unoccupied orbital energy (spin up / spin down): 2.955 / 0.173 eV
2S+1: 3